50
Properties=species:S:1:pos:R:3:forces:R:3 method="wB97M-V/def2-TZVPD" homo_ev=-8.499 orbital_gap_ev=9.2 multiplicity=1 smiles="C#Cc1ccc([C@@H]2C=C(C(=O)OCC=C)O[C@H](OCCCCO)C2)cc1" relative_energy_kcal_mol=57.3
O -2.280 1.336 2.320 0.0404 0.3311 -0.2126
O 0.175 1.269 1.666 -0.2275 -0.1148 0.1898
O 0.986 0.329 -0.296 0.1635 0.0248 0.2958
O -2.184 -0.515 3.587 0.1001 0.1772 -0.1606
O -2.079 0.717 -3.307 -0.3284 -0.3007 0.3016
C 0.866 -2.576 0.262 0.0760 -0.0805 0.0552
C -1.242 1.685 -3.893 0.1008 0.5894 -0.1772
C 1.859 -1.091 2.071 0.1032 0.2040 -0.1453
C -0.264 0.169 2.352 0.4498 -0.2888 -0.0234
C 2.417 -4.959 -2.108 0.1012 -0.5691 -0.6105
C -4.170 2.794 2.107 0.2016 -0.3076 0.0916
C -0.024 0.900 -1.116 -0.0758 0.0714 -0.2681
C 3.226 -2.636 0.652 -0.1097 0.0183 0.0310
C -3.635 1.533 2.705 -0.3695 -0.2167 0.2851
C 3.379 -3.564 -0.357 -0.0130 -0.0125 -0.0476
C 0.459 -0.934 2.567 -0.1966 0.3582 0.0434
C 2.267 -4.006 -1.072 -0.0441 0.3762 0.3926
C -1.663 0.275 2.837 -0.2442 -0.3452 0.3160
C 0.514 1.989 -2.047 -0.1923 -0.1462 0.2399
C -0.586 2.636 -2.888 0.1337 -0.4139 -0.1346
C -3.467 3.635 1.374 0.0134 0.1031 -0.0758
C 2.393 0.276 1.608 -0.3485 0.0649 -0.1218
C 1.007 -3.503 -0.751 0.0491 -0.0223 0.0029
C 1.971 -2.128 0.972 0.0150 -0.1828 0.0824
C 1.308 1.045 0.854 0.7458 0.3219 -0.1563
C 2.549 -5.769 -2.984 -0.0790 0.4297 0.4587
H -1.812 2.277 -4.625 0.1464 -0.0948 0.0181
H -2.753 1.165 -2.785 0.0223 -0.0337 -0.0606
H -0.418 0.066 -1.700 -0.0452 0.1476 0.1169
H 2.484 -1.433 2.907 -0.0694 0.0394 -0.0836
H -5.214 2.971 2.331 -0.1141 0.0841 -0.0088
H -1.358 3.043 -2.227 -0.0639 0.1179 -0.0286
H 2.684 0.875 2.473 0.0217 0.0165 -0.0340
H -2.427 3.453 1.162 0.2149 -0.0692 -0.0286
H 1.270 1.549 -2.700 0.0796 0.0201 -0.0128
H 1.658 2.063 0.610 -0.1482 -0.2528 0.0467
H 0.006 -1.749 3.108 -0.1754 -0.0227 0.0652
H 4.094 -2.302 1.204 0.0857 0.0365 0.0633
H 3.252 0.151 0.950 0.0485 0.0484 0.0402
H -0.478 1.120 -4.431 0.0002 0.0840 -0.0373
H -3.699 1.569 3.802 -0.0063 -0.0490 -0.1906
H -0.114 -2.190 0.498 -0.0779 0.0524 -0.0061
H 0.998 2.765 -1.450 0.0742 -0.0090 -0.0083
H 4.358 -3.954 -0.599 0.0338 -0.0336 -0.0220
H -4.232 0.669 2.378 0.1044 0.1321 0.0994
H -0.155 3.468 -3.447 -0.0683 0.0759 0.0097
H -3.901 4.532 0.968 -0.1448 0.1510 -0.0387
H -0.826 1.306 -0.486 -0.0058 -0.0987 -0.1000
H 0.143 -3.844 -1.303 -0.0397 -0.0305 -0.0383
H 2.661 -6.477 -3.750 0.0619 -0.3808 -0.4129

66
Properties=species:S:1:pos:R:3:forces:R:3 method="wB97M-V/def2-TZVPD" charge=+1 homo_ev=-9.312 orbital_gap_ev=3.8 multiplicity=1
Br -1.417 1.413 6.011 -0.3356 0.6764 -0.7546
P -0.747 3.015 4.524 1.8263 1.3689 1.6579
P -5.098 2.222 0.642 -2.7177 -0.7108 -5.0153
F -3.644 3.271 5.023 0.6684 -0.5467 -1.1653
F 3.437 3.761 1.604 -0.8791 -0.1996 1.4674
F 2.992 3.568 3.819 0.0007 0.1578 -1.6585
F -6.243 1.941 3.516 1.6207 -0.3649 -0.2933
F -4.680 4.047 3.298 0.7914 -1.5981 0.2037
F 2.812 5.497 2.782 -0.2324 -1.7897 -0.1858
F -4.421 0.517 3.386 -0.7223 1.5584 0.0364
O 1.084 -0.259 0.099 -1.4477 -0.1614 0.8491
O -5.843 0.748 0.998 1.1593 1.9964 1.0875
O 0.209 -2.364 -0.141 0.2280 0.8463 -0.4095
O -6.094 3.487 1.003 1.1343 -2.4617 1.4094
O -1.281 4.531 5.031 -0.0289 -2.6238 -0.3549
O 1.296 3.959 2.379 0.6840 -0.9486 0.2708
N 2.729 -6.864 -5.860 0.0552 0.0601 -0.0106
N -1.540 2.683 2.910 -1.2786 0.0256 -0.5219
N 2.940 -1.728 -1.719 0.0247 0.0045 -0.0632
N -5.021 2.228 -0.944 1.1437 -0.3462 1.6382
C -0.926 2.165 0.560 -1.3747 0.6628 0.9196
C 4.879 -6.426 -6.171 -0.0119 -0.0664 -0.1265
C 0.114 -1.568 2.096 0.3460 1.0824 0.0415
C -3.980 2.926 3.747 -1.9657 1.0004 0.0006
C 0.074 1.933 -0.624 -0.5998 -0.3683 0.5010
C -3.359 2.363 1.290 2.0125 0.2525 1.1727
C -2.355 2.109 0.239 0.6640 0.4682 2.3236
C -4.967 1.674 3.941 -0.3510 -0.8923 1.6128
C 4.041 -1.040 -2.156 0.0268 0.0329 0.0515
C 2.523 -2.589 -2.697 -0.0245 -0.0677 -0.0141
C 3.785 -7.054 -6.710 -0.0160 -0.0596 -0.0398
C 3.135 -6.116 -4.788 -0.0531 -0.0139 0.0460
C 0.977 2.551 2.238 -0.0831 -0.3823 -0.2096
C 0.192 0.384 -0.857 -0.2609 -0.0226 -0.6198
C -2.900 2.652 2.674 0.7028 -0.5275 -3.0801
C 4.466 -5.831 -4.951 -0.0694 0.0562 0.1020
C 0.460 -1.434 0.568 -0.1979 -1.2054 1.5043
C -0.562 2.459 1.927 0.0947 -0.3539 -1.9476
C 3.370 -2.456 -3.768 -0.1379 -0.0422 -0.0282
C 4.334 -1.473 -3.424 0.0460 0.1309 0.0646
C 2.637 4.149 2.635 0.1050 2.1881 0.4535
H -1.286 4.464 6.012 -0.2106 0.4317 -0.4000
H -0.828 -0.063 -0.674 0.9050 0.4879 -0.6565
H 0.538 0.141 -1.901 -0.3421 0.2953 1.0637
H 1.049 -1.598 2.715 -0.7276 0.0416 -0.6348
H 3.668 -7.618 -7.621 0.0372 0.0296 0.0479
H -0.403 2.368 -1.539 0.3790 -0.3587 0.7515
H 3.306 -3.003 -4.695 0.0184 0.0015 0.0645
H -0.477 -0.674 2.450 0.5698 -0.7675 -0.3886
H 1.597 2.173 1.386 -1.0490 0.0416 0.6303
H -5.395 1.354 -1.316 0.0735 0.4725 -0.1999
H 4.520 -0.305 -1.528 0.0267 -0.0589 -0.0395
H 1.274 1.939 3.128 -0.3820 0.7339 -0.6157
H -5.059 1.433 5.037 0.2890 0.5624 -1.0051
H 2.443 -5.852 -4.003 0.0683 -0.0068 -0.0147
H 5.149 -1.122 -4.038 -0.0432 -0.0199 0.0327
H 1.050 2.456 -0.487 -0.7784 -0.5816 -0.1004
H 2.506 -1.617 -0.819 0.1431 -0.0291 -0.2758
H 1.662 -3.221 -2.547 0.0546 0.0223 0.0030
H 5.076 -5.258 -4.270 -0.0510 -0.0168 -0.0282
H -2.657 1.881 -0.814 -0.1798 0.3792 1.1849
H -0.485 -2.489 2.299 0.6286 0.7652 -0.5191
H -6.951 3.075 1.252 0.2729 0.5744 -0.0647
H -5.367 0.100 0.448 -0.2849 0.1604 0.2271
H 1.800 -7.220 -6.002 0.0936 0.0320 0.0038
H 5.866 -6.397 -6.605 -0.0571 -0.0070 0.0180

60
Properties=species:S:1:pos:R:3:forces:R:3 method="wB97M-V/def2-TZVPD" s_squared=0.759 homo_ev="-8.421 / -8.367" orbital_gap_ev="8.3 / 6.1" multiplicity=2 relative_energy_kcal_mol=6.5
Cd 0.590 -0.083 -0.021 -0.4283 0.3046 -0.3013
Ge 2.268 -3.513 0.805 0.0740 0.0865 0.1409
Cl 4.277 -4.128 1.512 -0.0485 0.0156 0.0027
Cl 2.974 -1.270 0.223 0.0159 -0.1494 -0.0263
Cl 1.466 -2.729 2.907 0.0103 -0.0757 -0.0664
S 0.864 -1.679 -2.417 -0.0508 -0.0172 0.2180
S -1.631 -0.781 -1.830 0.0480 0.2068 -0.0915
N -3.919 -3.191 -3.635 0.0238 0.0235 -0.0841
N -1.283 -1.518 1.399 0.2692 -0.1118 -0.2198
N 0.516 1.636 -1.971 0.0861 0.2205 -0.0066
N 0.166 -4.732 -4.614 0.0120 0.0177 0.0194
N 0.889 0.470 2.344 0.1665 0.0708 0.0348
N -0.794 2.084 0.605 -0.0819 -0.1193 -0.0583
N 2.157 1.747 0.221 0.1144 0.0021 0.0717
C 2.714 1.910 1.420 -0.1462 -0.1516 -0.0768
C -0.170 1.334 2.879 0.1021 -0.1145 -0.1582
C 1.832 2.243 -2.132 -0.0421 -0.0061 0.0904
C 3.522 3.459 -0.678 0.0119 0.0819 -0.0405
C -2.761 -4.364 -0.452 0.0059 0.0252 0.0815
C -4.083 -3.960 -0.581 -0.0076 0.0111 0.1077
C -0.592 2.578 -1.799 0.0785 -0.1970 0.0319
C 2.530 2.502 -0.808 -0.1120 -0.1371 0.0254
C -4.485 -2.761 -0.009 0.0362 -0.0198 0.0121
C -1.346 -2.998 -3.425 -0.1936 -0.4375 -0.3878
C -3.571 -1.969 0.673 -0.1201 -0.0110 0.0564
C 2.249 0.992 2.533 -0.1211 0.0499 -0.0432
C -2.774 -3.112 -3.553 0.4016 0.0139 -0.0153
C 3.705 2.853 1.631 0.0537 0.0676 0.0297
C -2.250 -2.374 0.791 0.1762 0.0754 0.0355
C -0.506 -3.960 -4.087 -0.3045 0.2283 0.1406
C -0.475 2.514 1.966 0.1121 -0.0575 -0.0987
C -1.844 -3.578 0.233 -0.0405 -0.0666 -0.0467
C 4.119 3.627 0.560 0.0618 0.0378 0.0180
C -0.798 -2.001 -2.689 0.0307 0.0876 0.1109
C -0.645 3.147 -0.393 0.0718 -0.0799 0.1151
H -0.541 3.402 -2.519 0.0240 0.0622 -0.0229
H 4.141 2.975 2.615 -0.0005 -0.0022 -0.0159
H 0.406 3.156 1.905 0.0016 0.0143 -0.0062
H 0.098 1.713 3.870 -0.0056 0.0488 0.0676
H -3.884 -1.021 1.103 0.0007 -0.0304 -0.0190
H -1.071 0.736 3.004 -0.0306 -0.0499 0.0292
H 1.788 3.183 -2.694 0.0092 0.0267 -0.0370
H -1.270 3.116 2.416 -0.0434 0.0317 0.0270
H 2.451 1.552 -2.708 0.0344 -0.0296 0.0008
H 0.286 3.672 -0.171 -0.0023 0.0233 0.0080
H -1.512 2.028 -1.998 -0.0341 -0.0067 -0.0468
H -5.511 -2.430 -0.107 0.0313 -0.0126 0.0015
H -0.807 -3.887 0.315 -0.0260 -0.0032 -0.0183
H 0.323 1.026 -2.756 -0.0105 -0.0847 0.0494
H -0.535 -2.054 1.841 -0.1539 -0.0199 0.1315
H 0.860 -0.452 2.774 -0.0025 0.0424 0.0329
H -1.446 3.891 -0.334 -0.0501 0.0166 0.0027
H 3.811 4.063 -1.528 0.0010 -0.0100 0.0186
H 2.339 1.522 3.486 0.0015 0.0204 0.0533
H -1.712 -0.923 2.093 -0.0232 -0.0349 0.0619
H 2.924 0.135 2.567 0.0122 -0.0122 -0.0123
H -1.732 1.698 0.559 -0.0360 0.0858 0.0529
H -2.433 -5.294 -0.899 0.0054 -0.0006 -0.0018
H 4.900 4.366 0.692 -0.0163 -0.0026 -0.0016
H -4.787 -4.565 -1.137 0.0484 0.0526 0.0233

54
Properties=species:S:1:pos:R:3:forces:R:3 method="wB97M-V/def2-TZVPD" homo_ev=-5.571 orbital_gap_ev=4.9 multiplicity=1 relative_energy_kcal_mol=108.2
Cl -1.909 -1.682 -0.342 1.1382 -1.3997 -0.6263
O -3.760 0.446 -1.877 0.9410 1.0255 0.5128
O -2.438 1.050 1.951 0.3148 -0.0872 0.8850
O -2.887 -1.123 2.499 0.4714 1.0527 -0.1375
O -2.422 1.686 -0.492 -0.1133 0.3839 -1.1932
O -3.421 -4.143 -2.063 -0.5563 -0.2592 -1.4615
N -5.323 -3.819 -4.989 0.7844 0.0915 -0.2388
N -3.186 -4.208 -4.995 -0.5807 0.0284 -0.3104
C -2.987 -0.493 0.203 -1.8125 1.6977 0.5606
C -6.212 -1.539 -0.465 -0.7451 0.6863 0.1131
C -1.811 -4.419 -4.560 0.6355 -0.0205 0.0716
C -1.422 3.771 -0.739 0.3589 0.4139 0.0879
C -6.692 -3.626 -4.538 -0.7278 0.0844 -0.0323
C -4.763 -2.198 -2.323 0.8304 -1.0685 -1.9342
C -4.201 -3.752 -4.238 -0.2103 -0.8500 -1.1935
C -2.784 -0.225 1.676 -0.3962 -1.2417 -1.5085
C -2.119 2.672 -1.505 -0.2495 -0.0727 0.4999
C -6.979 -0.627 -1.223 -0.2221 -0.4044 0.3357
C -3.129 0.596 -0.838 -0.0104 -1.3058 0.6130
C -8.911 -1.074 0.176 0.1461 -0.5326 -0.1783
C -8.149 -1.973 0.938 0.0106 0.4738 0.0324
C -1.693 1.229 3.178 -0.5462 -0.2013 -0.0309
C -1.157 2.641 3.179 0.3437 0.1975 -0.0193
C -3.659 -4.518 -6.269 -0.1002 0.1786 0.6124
C -4.090 -3.400 -2.804 0.7475 1.5006 2.9110
C -8.326 -0.430 -0.920 0.2656 0.2362 0.2686
C -4.952 -2.050 -0.986 0.2143 0.0928 1.5142
C -6.796 -2.156 0.666 0.3306 -0.0202 -0.6636
C -4.990 -4.260 -6.268 0.1910 -0.0634 0.5844
H -1.136 -4.123 -5.372 -0.2361 -0.0836 0.1873
H -1.449 2.214 -2.249 -0.3223 0.1120 0.0929
H -1.606 -3.812 -3.679 -0.1067 -0.1028 -0.1033
H -6.720 -3.195 -3.535 0.1897 -0.0474 -0.2008
H -1.639 -5.476 -4.304 -0.2104 0.4017 -0.0866
H -1.914 3.388 2.919 -0.0143 -0.2639 0.0764
H -2.353 1.047 4.039 0.2069 -0.0279 -0.2246
H -3.033 3.043 -1.987 0.1764 -0.2715 0.0401
H -9.971 -0.929 0.401 0.3848 -0.0407 -0.0864
H -1.183 4.612 -1.399 0.0028 -0.1127 0.0576
H -3.007 -4.908 -7.038 -0.1242 0.1623 0.1480
H -0.772 2.880 4.176 -0.0063 0.0004 -0.1094
H -8.922 0.242 -1.536 0.1287 -0.0703 0.1884
H -4.317 -2.594 -0.288 -0.4156 -0.3922 -0.2878
H -0.876 0.489 3.189 -0.3245 0.2257 0.1292
H -6.502 -0.102 -2.053 -0.2089 -0.1693 0.1885
H -8.609 -2.530 1.753 0.0878 0.2354 -0.0933
H -7.222 -4.590 -4.522 0.2758 0.2647 -0.0473
H -5.731 -4.365 -7.041 0.0277 -0.0153 0.0685
H -2.044 4.151 0.081 0.0300 -0.1710 -0.2549
H -7.206 -2.953 -5.235 0.1460 -0.1355 0.2224
H -0.330 2.741 2.467 -0.1793 0.0102 0.0825
H -0.486 3.405 -0.295 -0.2442 0.0565 -0.1465
H -6.177 -2.839 1.258 -0.3166 0.2269 -0.1968
H -5.114 -1.474 -3.062 -0.4007 -0.4084 0.2815

| no. | E (eV) |
| --- | --- |
| 1 | -32401.002 |
| 2 | -148062.003 |
| 3 | -152935.589 |
| 4 | -47918.698 |